{
  "formula": "C34H26CuO2S2Se4",
  "method": "the ωB97M-V functional and the def2-TZVPD basis",
  "charge": 0,
  "total_energy_ev": -367471.9587,
  "homo_lumo_gap_ev": [6.9687, 5.4865],
  "max_force_ev_per_a": 0.2,
  "spin_multiplicity": 2,
  "symbols": ["Cu", "Se", "Se", "Se", "Se", "C", "C", "C", "C", "C", "C", "C", "S", "O", "C", "C", "C", "C", "C", "C", "C", "C", "C", "C", "C", "C", "C", "C", "C", "C", "C", "C", "C", "C", "S", "O", "C", "C", "C", "C", "C", "C", "C", "H", "H", "H", "H", "H", "H", "H", "H", "H", "H", "H", "H", "H", "H", "H", "H", "H", "H", "H", "H", "H", "H", "H", "H", "H", "H"],
  "positions_angstrom": [[-1.9711, 2.8494, 0.5767], [-3.7966, 3.9996, -0.3339], [-3.7791, 5.8775, 0.9321], [-2.3354, 5.6256, 2.7278], [-0.8545, 3.9237, 2.3219], [2.9210, -2.5826, -5.0724], [2.0792, -1.4767, -4.4995], [0.7433, -1.6840, -4.1832], [-0.0192, -0.6698, -3.6166], [0.5703, 0.5522, -3.3515], [1.8970, 0.7933, -3.6857], [2.6403, -0.2193, -4.2594], [-0.4312, 1.8261, -2.5938], [-0.2423, 3.0784, -3.3661], [0.5703, 2.0373, -1.0939], [1.1889, 3.2956, -0.9507], [1.9361, 3.5587, 0.1580], [2.0675, 2.5970, 1.1866], [2.8102, 2.8699, 2.3636], [2.9059, 1.9457, 3.3605], [2.2628, 0.6947, 3.2294], [1.5459, 0.3981, 2.1073], [1.4236, 1.3435, 1.0535], [0.6762, 1.0637, -0.1293], [0.1308, -0.3125, -0.3385], [1.0516, -1.3745, -0.6340], [2.4418, -1.1414, -0.7729], [3.2967, -2.1671, -1.0626], [2.8091, -3.4786, -1.2297], [1.4720, -3.7303, -1.1149], [0.5629, -2.6876, -0.8226], [-0.8337, -2.9338, -0.7469], [-1.6996, -1.9227, -0.4857], [-1.2025, -0.6154, -0.2682], [-2.4429, 0.6350, 0.0429], [-3.5354, 0.3927, -0.9223], [-3.0091, 0.0637, 1.6411], [-2.1924, 0.1876, 2.7540], [-2.6626, -0.2503, 3.9800], [-3.9390, -0.7958, 4.1069], [-4.4576, -1.2394, 5.4472], [-4.7399, -0.8939, 2.9725], [-4.2847, -0.4631, 1.7352], [2.3100, -3.4378, -5.3581], [3.6532, -2.9234, -4.3369], [3.4715, -2.2446, -5.9512], [0.2907, -2.6495, -4.3763], [-1.0602, -0.8354, -3.3618], [2.3322, 1.7676, -3.4965], [3.6780, -0.0422, -4.5188], [1.0502, 4.0229, -1.7402], [2.4171, 4.5214, 0.2796], [3.2866, 3.8378, 2.4599], [3.4675, 2.1682, 4.2582], [2.3411, -0.0330, 4.0270], [1.0610, -0.5657, 2.0130], [2.8238, -0.1362, -0.6539], [4.3562, -1.9714, -1.1677], [3.4971, -4.2839, -1.4536], [1.0857, -4.7334, -1.2517], [-1.1970, -3.9417, -0.9081], [-2.7686, -2.0899, -0.4450], [-1.2064, 0.6328, 2.6732], [-2.0324, -0.1549, 4.8560], [-3.6467, -1.3679, 6.1628], [-4.9988, -2.1823, 5.3671], [-5.1480, -0.4981, 5.8547], [-5.7377, -1.3080, 3.0584], [-4.9011, -0.5212, 0.8470]],
  "lowdin_spin": [0.037, 0.247, 0.326, 0.246, 0.139, 0.000, 0.000, 0.000, 0.000, 0.000, 0.000, 0.000, -0.001, 0.000, -0.001, 0.001, 0.003, 0.003, 0.001, 0.000, 0.000, 0.000, 0.000, 0.001, 0.000, 0.000, 0.000, 0.000, 0.000, 0.000, 0.000, 0.000, 0.000, 0.000, -0.002, 0.001, -0.001, 0.000, 0.000, 0.000, 0.000, 0.000, 0.000, 0.000, 0.000, 0.000, 0.000, 0.000, 0.000, 0.000, 0.000, 0.000, 0.000, 0.000, 0.000, 0.000, 0.000, 0.000, 0.000, 0.000, 0.000, 0.000, 0.000, 0.000, 0.000, 0.000, 0.000, 0.000, 0.000]
}

***

{
  "formula": "C34H26FN4OSn",
  "method": "the ωB97M-V functional and the def2-TZVPD basis",
  "charge": 1,
  "total_energy_ev": -52233.8499,
  "homo_lumo_gap_ev": 7.8175,
  "max_force_ev_per_a": 0.4,
  "de_lowest_kcal_mol": 3.9,
  "symbols": ["Sn", "O", "C", "N", "C", "C", "C", "C", "C", "C", "N", "C", "C", "C", "C", "C", "N", "H", "H", "H", "H", "H", "H", "H", "H", "H", "H", "C", "C", "C", "C", "C", "C", "C", "C", "C", "C", "C", "C", "C", "C", "C", "N", "H", "H", "H", "H", "H", "H", "H", "H", "H", "H", "F", "C", "C", "C", "C", "C", "C", "C", "H", "H", "H", "H", "H", "H"],
  "positions_angstrom": [[-0.5025, -0.0467, 0.3141], [-4.2515, -1.2226, 1.8856], [-3.3039, -0.8995, 1.1903], [-2.0956, -0.4854, 1.6307], [-1.9782, -0.2371, 3.0495], [-1.1278, 0.9841, 3.2702], [-1.1792, 1.7205, 4.4459], [-0.3856, 2.8436, 4.5657], [0.4414, 3.2067, 3.5079], [0.4480, 2.4189, 2.3794], [-0.3206, 1.3263, 2.2659], [-3.4435, -0.9108, -0.3136], [-4.6105, -1.3537, -0.9084], [-4.7142, -1.2783, -2.2877], [-3.6527, -0.7686, -3.0217], [-2.5152, -0.3628, -2.3517], [-2.4187, -0.4309, -1.0212], [-1.5294, -1.0884, 3.5768], [-2.9684, -0.0934, 3.4836], [-1.8474, 1.4141, 5.2395], [-0.4158, 3.4407, 5.4676], [1.0668, 4.0865, 3.5571], [1.0723, 2.6591, 1.5304], [-5.4023, -1.7327, -0.2783], [-5.6144, -1.6116, -2.7871], [-3.6961, -0.6958, -4.0993], [-1.6483, 0.0121, -2.8809], [-0.8703, 3.6022, -2.1307], [0.4513, 3.9319, -2.3916], [1.4775, 3.1614, -1.8689], [1.1936, 2.0425, -1.0861], [-0.1405, 1.6901, -0.8511], [-1.1625, 2.4786, -1.3659], [2.2762, 1.2701, -0.4153], [3.6484, 1.4457, -0.7186], [4.5787, 0.7312, -0.0286], [4.1817, -0.1512, 1.0035], [5.0988, -0.9025, 1.7748], [4.6527, -1.7124, 2.7783], [3.2705, -1.7949, 3.0612], [2.3640, -1.0857, 2.3262], [2.8029, -0.2601, 1.2664], [1.8877, 0.4367, 0.5274], [-1.6714, 4.2161, -2.5218], [0.6867, 4.8005, -2.9923], [2.4983, 3.4625, -2.0612], [-2.1969, 2.2246, -1.1724], [3.9559, 2.1305, -1.4937], [5.6331, 0.8453, -0.2511], [6.1567, -0.8192, 1.5581], [5.3535, -2.2895, 3.3658], [2.9303, -2.4247, 3.8728], [1.3052, -1.1373, 2.5547], [-0.9507, -3.1834, -5.5153], [-0.6671, -2.9330, -4.2245], [0.3616, -2.0620, -3.9222], [0.6339, -1.7988, -2.5875], [-0.1087, -2.3911, -1.5653], [0.1580, -2.0509, -0.1297], [-1.1181, -3.2838, -1.9146], [-1.4069, -3.5599, -3.2434], [0.9359, -1.6104, -4.7202], [1.4427, -1.1187, -2.3351], [1.2190, -2.0773, 0.1033], [-0.3859, -2.6938, 0.5607], [-1.6939, -3.7700, -1.1349], [-2.1890, -4.2539, -3.5217]],
  "mulliken_charge": [1.635, -0.721, 0.041, 0.141, -1.063, 0.775, -1.004, -0.296, -1.041, -0.115, 0.393, 0.325, -0.548, -0.525, -0.956, -0.576, 0.327, 0.186, 0.581, 0.523, 0.429, 0.462, 0.327, 0.595, 0.453, 0.466, 0.730, -0.909, -0.862, -1.007, 0.419, 0.877, -0.825, 1.042, -1.396, -1.237, 1.021, -0.894, -0.715, -0.818, -0.102, -0.303, 0.648, 0.460, 0.426, 0.401, 0.579, 0.534, 0.442, 0.446, 0.407, 0.460, 0.340, -0.351, 0.474, -0.912, 0.113, 0.113, -1.101, -0.259, -0.841, 0.476, 0.369, 0.544, 0.480, 0.431, 0.485]
}

***

{
  "formula": "C34H26IrNO9PS",
  "method": "the ωB97M-V functional and the def2-TZVPD basis",
  "charge": -1,
  "total_energy_ev": -78566.5499,
  "homo_lumo_gap_ev": 7.9941,
  "max_force_ev_per_a": 0.4,
  "de_lowest_kcal_mol": 0.8,
  "symbols": ["Ir", "O", "C", "O", "C", "C", "C", "C", "C", "O", "C", "C", "O", "O", "H", "H", "H", "H", "H", "H", "H", "H", "O", "C", "C", "C", "C", "C", "C", "C", "P", "C", "C", "C", "C", "C", "C", "C", "C", "C", "C", "C", "C", "H", "H", "H", "H", "H", "H", "H", "H", "H", "H", "H", "H", "H", "H", "O", "C", "N", "S", "O", "O", "C", "C", "C", "C", "C", "C", "H", "H", "H", "H"],
  "positions_angstrom": [[-0.2309, 0.0665, 0.2246], [3.6484, 1.1987, -0.7383], [2.6782, 0.5347, -0.4059], [1.4708, 1.0067, -0.4231], [2.8957, -0.8806, 0.1284], [2.4032, -0.9846, 1.5796], [3.0450, -2.1812, 2.2808], [2.2932, -3.3651, 1.6200], [1.3556, -2.6402, 0.6568], [1.0369, -1.4385, 1.4163], [2.1204, -2.0645, -0.5392], [1.1686, -1.7306, -1.7057], [1.5098, -2.0629, -2.8297], [0.0310, -1.1992, -1.4085], [3.9693, -1.0486, 0.0758], [2.4065, -0.0513, 2.1384], [4.1223, -2.2069, 2.1208], [2.8568, -2.1406, 3.3537], [2.9535, -4.0527, 1.0926], [1.7157, -3.9273, 2.3527], [0.4374, -3.1601, 0.4054], [2.8293, -2.7878, -0.9380], [-1.6570, 1.1722, -1.9938], [-1.2126, 1.3966, -0.8997], [-1.3385, 2.8159, -0.3403], [-1.7536, 3.8639, -1.1507], [-1.8844, 5.1355, -0.6170], [-1.6062, 5.3711, 0.7273], [-1.1924, 4.3282, 1.5407], [-1.0642, 3.0536, 1.0007], [-0.4794, 1.5794, 1.8576], [-1.6233, 1.1172, 3.1922], [-1.3248, -0.0480, 3.8876], [-2.1976, -0.5373, 4.8463], [-3.3965, 0.1152, 5.0823], [-3.7075, 1.2729, 4.3820], [-2.8217, 1.7781, 3.4387], [1.0114, 2.1840, 2.7314], [2.0158, 2.7664, 1.9516], [3.2042, 3.1761, 2.5333], [3.4002, 3.0277, 3.9007], [2.3996, 2.4732, 4.6837], [1.2091, 2.0525, 4.1029], [-1.9691, 3.6553, -2.1906], [-2.2009, 5.9563, -1.2494], [-1.7053, 6.3695, 1.1350], [-0.9565, 4.5061, 2.5842], [-0.4301, -0.6082, 3.6394], [-1.9601, -1.4557, 5.3670], [-4.0779, -0.2581, 5.8364], [-4.6505, 1.7758, 4.5584], [-3.0779, 2.6559, 2.8595], [1.8833, 2.8634, 0.8818], [3.9808, 3.5964, 1.9077], [4.3321, 3.3430, 4.3538], [2.5420, 2.3613, 5.7515], [0.4392, 1.6178, 4.7259], [-3.3925, 0.9825, 0.6296], [-3.2157, -0.1983, 0.8710], [-2.0336, -0.8710, 0.7519], [-2.1584, -2.4457, 1.2186], [-1.9812, -3.3440, 0.1142], [-1.3767, -2.7143, 2.3992], [-3.8651, -2.3415, 1.6706], [-4.6437, -3.2954, 2.2880], [-5.9428, -2.9309, 2.6192], [-6.4163, -1.6479, 2.3425], [-5.5956, -0.6970, 1.7472], [-4.3049, -1.0720, 1.4187], [-4.2583, -4.2833, 2.5025], [-6.5958, -3.6485, 3.0993], [-7.4325, -1.3889, 2.6122], [-5.9292, 0.3126, 1.5477]],
  "mulliken_charge": [4.606, -0.809, 0.096, -0.826, 0.130, 0.170, -0.888, -1.117, -0.038, -0.700, 0.089, -0.105, -0.796, -0.814, 0.624, -0.164, 0.404, 0.329, 0.448, 0.318, 0.673, 0.515, -0.695, -0.292, -0.125, -0.949, -0.663, -0.746, -0.433, 0.361, 1.179, 0.522, -0.435, -0.728, -0.636, -0.726, -0.840, 0.443, -0.363, -0.769, -0.522, -0.749, -0.349, 0.534, 0.392, 0.434, 0.463, 0.300, 0.414, 0.396, 0.386, 0.340, 0.450, 0.426, 0.384, 0.414, 0.341, -0.587, 0.529, -0.480, 1.066, -0.743, -0.624, 0.358, -0.668, -0.601, -0.532, -0.474, -0.344, 0.478, 0.399, 0.398, 0.524]
}

***

{
  "formula": "C34H27BrF4N5O5PSeZr",
  "method": "the ωB97M-V functional and the def2-TZVPD basis",
  "charge": 2,
  "total_energy_ev": -210200.5439,
  "homo_lumo_gap_ev": 6.4504,
  "max_force_ev_per_a": 0.7,
  "de_lowest_kcal_mol": 9.5,
  "symbols": ["Zr", "O", "C", "O", "C", "C", "N", "N", "C", "C", "O", "O", "H", "H", "H", "F", "C", "C", "F", "C", "F", "C", "P", "C", "C", "C", "C", "C", "C", "C", "C", "C", "C", "C", "C", "C", "Br", "C", "F", "H", "H", "H", "H", "H", "H", "H", "H", "H", "H", "C", "C", "N", "C", "C", "C", "O", "C", "C", "C", "C", "N", "C", "H", "H", "H", "H", "H", "H", "H", "H", "H", "H", "H", "H", "H", "H", "Se", "C", "N"],
  "positions_angstrom": [[0.9217, 0.8198, -0.4920], [-3.6396, 5.4691, 0.7474], [-3.0571, 4.2849, 0.9086], [-3.5595, 3.3936, 1.5238], [-1.6779, 4.1046, 0.3434], [-0.5616, 4.9181, 0.4541], [0.4898, 4.2284, -0.0150], [0.1241, 3.0120, -0.4425], [-1.1938, 2.9263, -0.2263], [-1.8738, 1.6444, -0.6137], [-2.9572, 1.5921, -1.0923], [-1.0636, 0.5852, -0.4209], [-3.2127, 6.0253, 0.0818], [-0.4424, 5.9183, 0.8421], [1.4394, 4.5535, -0.1266], [0.6624, 0.5104, -8.0176], [0.8397, 0.1095, -6.7787], [1.2132, -1.1960, -6.5027], [1.4021, -2.0541, -7.4823], [1.3964, -1.5927, -5.1860], [1.7962, -2.8390, -4.9670], [1.2064, -0.7307, -4.1141], [1.4709, -1.2981, -2.3912], [3.2240, -1.7344, -2.3838], [3.7260, -2.7990, -1.6355], [5.0928, -3.0322, -1.5979], [5.9640, -2.2032, -2.2901], [5.4695, -1.1331, -3.0234], [4.1060, -0.8951, -3.0679], [0.4251, -2.7492, -2.1506], [0.8600, -4.0470, -2.4266], [0.0002, -5.1147, -2.2285], [-1.2914, -4.8978, -1.7655], [-1.7285, -3.6090, -1.4973], [-0.8728, -2.5349, -1.6828], [0.8568, 0.5730, -4.4328], [0.6350, 1.9143, -3.0898], [0.6701, 1.0021, -5.7296], [0.3362, 2.2600, -5.9826], [3.0610, -3.4512, -1.0886], [5.4756, -3.8678, -1.0272], [7.0287, -2.3919, -2.2591], [6.1449, -0.4842, -3.5647], [3.7366, -0.0561, -3.6460], [1.8557, -4.2289, -2.8030], [0.3374, -6.1196, -2.4449], [-1.9577, -5.7373, -1.6166], [-2.7374, -3.4359, -1.1465], [-1.2295, -1.5336, -1.4765], [-3.8344, -0.0746, 6.5431], [-3.3621, -0.8055, 5.2956], [-2.5289, 0.0505, 4.4366], [-3.2327, 0.8823, 3.4612], [-3.7009, 0.1044, 2.2362], [-1.2311, 0.1557, 4.7703], [-0.7031, -0.4427, 5.6927], [-0.2912, 0.9636, 3.8993], [0.6806, 1.7386, 4.5227], [1.6559, 2.3544, 3.7540], [1.6671, 2.1305, 2.3920], [0.7483, 1.3640, 1.7849], [-0.2247, 0.8113, 2.5309], [-4.4728, -0.7263, 7.1387], [-4.4107, 0.8166, 6.2884], [-2.9825, 0.2183, 7.1555], [-4.2065, -1.1446, 4.6971], [-2.7713, -1.6766, 5.5690], [-2.6008, 1.7188, 3.1668], [-4.0951, 1.3296, 3.9590], [-2.8782, -0.4294, 1.7524], [-4.1467, 0.7888, 1.5145], [-4.4543, -0.6366, 2.5016], [0.6730, 1.8267, 5.6014], [2.4236, 2.9688, 4.2026], [2.4558, 2.5382, 1.7721], [-0.9451, 0.1975, 2.0092], [1.8159, -1.5820, 0.9969], [2.8915, -0.2670, 0.4622], [3.1501, 0.7489, -0.0814]],
  "mulliken_charge": [-0.168, -0.464, 0.515, -0.358, 0.010, -0.360, -0.346, 0.126, 0.357, 0.222, -0.514, 0.638, 0.365, 0.516, 0.182, -0.242, 0.697, 0.168, -0.248, 0.570, -0.313, -0.495, 0.473, 1.151, -0.493, -0.900, -0.603, -0.725, -0.821, 0.880, -0.389, -0.923, -0.584, -0.731, -0.661, 0.405, 0.070, 0.272, -0.304, 0.590, 0.461, 0.437, 0.456, 0.403, 0.555, 0.455, 0.430, 0.493, 0.382, -1.071, -0.639, 0.324, -0.909, -0.955, 0.307, -0.626, -0.094, -0.349, -1.342, -0.355, 0.751, -0.451, 0.385, 0.298, 0.301, 0.304, 0.415, 0.417, 0.377, 0.122, 0.348, 0.467, 0.616, 0.479, 0.526, 0.793, 0.115, 0.276, -0.469]
}